(1)
Computed, not measured: a 9-piece molecular cluster, C20H42N2O30S7 overall at a distorted geometry, with the ωB97M-V functional and the def2-TZVPD basis.

Each line ends with the Löwdin charge.
Element x y z (Å)
O -1.0233 -2.7974 -1.2253  -0.186
H -0.1585 -1.0819 1.3200  0.111
O -2.1006 1.4994 -2.8232  -0.231
C 4.4539 2.4519 1.1708  -0.062
O -2.0939 -0.2013 2.4438  0.001
H 2.5703 -0.6287 3.1013  0.110
S -7.0601 -1.0173 2.9480  0.583
H -5.5617 1.3497 2.2208  0.131
H 2.6172 -0.7904 -3.2828  0.122
H 1.1772 0.2154 -4.8420  0.106
O 3.1070 2.9015 4.0120  -0.193
C -0.7986 -3.1678 -2.5795  -0.118
H -1.6600 -3.7741 -2.9450  0.157
C 2.9294 0.2132 -3.5567  -0.117
H -3.5979 -1.4030 0.4517  0.119
H 3.5076 -4.4989 3.1460  0.145
O 0.4253 -4.5793 -1.1818  -0.185
S 1.7997 2.4514 3.7960  0.569
C -1.4881 0.3835 1.5372  -0.529
O -5.7200 -4.7065 -1.4701  -0.191
C 1.8356 0.2632 5.0137  -0.119
H 2.5468 0.8396 -5.7121  0.139
O -7.0113 0.4775 3.4432  -0.192
H 4.8093 2.6214 2.1962  0.075
H -5.2886 -0.8537 0.1719  0.105
C 0.6841 0.5590 0.2197  -0.048
O 0.7753 3.4043 3.4277  -0.223
O -3.6086 0.9820 -4.7251  -0.173
O -1.5518 2.3425 -4.7539  -0.211
S 4.1641 -2.5565 0.5006  0.550
H -3.2608 -1.2863 -1.9960  0.102
O 3.6459 -2.8058 1.9662  -0.212
C -4.2890 -1.3777 -1.6847  -0.177
N -0.3732 -0.1280 0.9846  0.039
S 2.4139 2.5372 -2.9262  0.542
O 5.9951 4.7896 1.8171  0.017
H 0.7702 1.5797 0.6012  0.079
O 3.6182 -1.3313 0.0182  -0.232
H 1.9774 -3.8262 2.4007  0.114
H 0.8600 -0.5969 3.2267  0.114
H -4.7920 -0.4723 -2.0517  0.134
S -2.2881 1.0160 -4.3339  0.538
H 4.0025 0.1855 -3.7276  0.131
H 1.1677 -0.3061 5.6891  0.147
C -4.8016 -0.1181 3.7176  -0.186
C -1.7669 2.8752 -2.5146  -0.133
H -4.5059 -0.0963 4.7810  0.143
O 2.5974 1.0547 -2.4329  -0.201
H 1.3786 -3.3025 -2.4130  0.126
C 0.4967 -3.9538 -2.4488  -0.153
C 1.7612 -0.0760 3.5074  -0.122
H 1.6396 0.0697 0.3114  0.063
O 3.3592 -3.7572 -0.0224  -0.199
H 4.5978 1.3886 0.9544  0.077
H -1.0487 4.1961 -4.1321  0.135
H -0.7964 -2.2657 -3.1623  0.115
O -4.7908 -2.5606 -2.2067  -0.191
H 2.8461 0.2622 5.3935  0.126
O -7.1402 -1.1376 1.5409  -0.213
H 4.1294 -5.4124 0.9361  0.137
O -1.6888 -4.8309 0.0159  -0.166
O 5.5626 -2.7657 0.3519  -0.205
H -1.7517 2.0677 0.1344  0.061
O 1.7908 1.1925 2.8848  -0.224
O 3.6335 3.1531 -3.2789  -0.204
O -7.0504 -2.6580 -1.1954  -0.204
H 7.5704 5.5096 -0.0831  0.079
C -1.8077 3.4804 -3.8870  -0.116
H 0.7018 -4.6609 -3.2286  0.132
O -4.9271 -2.8936 0.0542  -0.186
N 5.2419 3.2620 0.2359  0.009
H 6.0580 5.8001 -0.9855  0.102
C 6.6861 5.0356 -0.4665  -0.015
C -5.7044 1.0120 3.2705  -0.161
C 5.9360 4.3775 0.6374  -0.528
H -5.7265 1.9338 3.9008  0.146
H 0.4158 0.6459 -0.8425  0.077
H 3.3600 2.6669 1.1534  0.079
C 2.0840 0.7905 -4.7246  -0.130
H -3.8573 -0.2155 3.1925  0.078
O 1.5960 3.1890 -2.0077  -0.196
H -2.5821 3.2822 -1.9034  0.139
H 2.3429 -5.3616 0.6850  0.132
S -0.6855 -3.8979 -0.2331  0.548
O -1.4681 -0.0935 -4.6105  -0.217
C 3.0260 -4.0598 2.2676  -0.121
H 5.3382 3.0282 -0.7513  0.121
C 3.2323 -4.8005 0.9733  -0.122
C -1.8145 1.8127 1.1942  0.030
H -1.2392 2.5174 1.7876  0.083
O -0.0543 -3.3534 0.9289  -0.233
H -2.8259 3.8086 -4.1168  0.137
H -0.7619 2.9019 -2.0667  0.109
H 6.8986 4.3396 -1.2632  0.066
O 1.7317 2.0921 -4.2890  -0.194
S -5.7994 -3.3288 -1.2313  0.609
O 1.3329 1.5933 5.0336  -0.194
O -5.5854 -1.2382 3.4989  -0.181
C -4.4910 -1.5407 -0.1501  -0.144
H -2.8457 1.9309 1.5774  0.089
O -7.9556 -1.7668 3.7206  -0.191

Properties
- E: -161666.0930 eV
- 2S+1: 1
- Net charge: 0
- Structure (SMILES): O=S1(=O)OCCO1.O=S1(=O)OCCO1.O=S1(=O)OCCO1.O=S1(=O)OCCO1.O=S1(=O)OCCO1.O=S1(=O)OCCO1.O=S1(=O)OCCO1.CNC(C)=O.CNC(C)=O


(2)
Computed, not measured: a 6-piece molecular cluster, C20H42NO11S4 overall at a distorted geometry, with the ωB97M-V functional and the def2-TZVPD basis.

Each line ends with the Löwdin charge.
Element x y z (Å)
H 2.8116 -0.0908 5.0217  0.149
O -3.9952 3.1459 -0.9576  0.120
O 1.1154 3.7893 4.3246  -0.244
H -3.2990 2.1951 1.7149  0.083
H -4.7965 3.5896 0.7016  0.137
H -0.2578 1.8385 -6.8692  0.081
C -4.9872 -3.2106 -0.9283  -0.193
S 0.2237 0.6057 -4.1283  0.663
H -6.6167 2.9823 -0.7706  0.123
C 1.6551 0.6689 -5.1113  -0.197
H 2.0421 2.0819 -6.6814  0.101
C 1.2948 1.2480 4.3152  -0.250
H 0.7848 1.7255 5.2779  0.161
H -3.8904 -4.7108 -2.2635  0.111
H -0.4378 0.1494 0.0579  0.110
C 3.0293 2.6145 3.0400  -0.248
O 3.5171 -4.1523 0.9966  -0.256
H 3.1730 -4.2108 3.6549  0.054
H 2.8964 1.8199 5.6368  0.180
C -5.9697 2.1850 -0.2807  0.000
H -3.5848 -2.2528 0.6942  0.154
O 0.5751 0.7978 -2.7484  -0.346
C -3.6518 1.8356 0.8571  -0.022
C -0.5509 2.0578 -4.7027  -0.249
H 4.6386 1.5742 3.9777  0.120
C -4.3672 -3.7220 -2.2643  -0.176
H -4.2624 0.8323 1.0459  0.164
H 3.4326 3.5363 3.4253  0.105
H -0.3501 3.0115 -4.0625  0.142
O 0.5400 2.5732 2.2824  -0.287
N 0.5405 0.3674 0.0680  0.365
C -2.7151 2.6173 -1.0224  -0.546
H 3.0808 2.9533 2.0054  0.108
H -6.4450 1.8883 0.7338  0.131
H 4.9552 -2.0354 4.6693  0.140
C -3.2261 -2.7716 -2.7074  -0.197
H 4.9937 -3.7683 4.8968  0.142
O 2.7415 -1.8397 1.5592  -0.362
H -2.2339 -3.1520 -2.8044  0.084
H 5.3261 -1.5062 1.8011  0.064
H 2.6886 -2.9034 4.0226  0.117
C 0.1240 2.2809 -6.0590  -0.235
H 0.9110 0.2535 0.9624  0.089
C 5.3209 -2.5271 1.6190  -0.219
C -4.6492 2.7604 0.0904  -0.428
H 1.4503 -0.2364 -5.7894  0.154
H 1.3017 0.0620 -0.5616  0.159
C 5.8845 -3.0115 2.9693  -0.234
H -0.0070 3.4348 -6.1485  0.159
H -6.0758 1.4857 -0.9440  0.009
H 6.1883 -4.0723 2.7935  0.130
S 1.2488 2.7308 3.4522  0.571
C 4.8725 -3.0269 4.0556  -0.272
H 0.7525 1.2599 -0.1771  0.081
C 1.5237 2.0471 -5.7751  -0.240
H 5.8439 -2.9377 0.6986  0.149
O -3.8341 -0.2590 -2.2121  -0.315
O -1.8420 -1.3879 -1.0462  -0.336
S -3.1702 -1.3687 -1.5408  0.654
H 3.8705 0.5630 2.7784  0.159
H 6.7656 -2.4051 3.4641  0.161
H 0.8285 0.5138 3.9461  0.025
O -0.5525 -0.6095 -4.4935  -0.329
O -1.9343 2.7948 -1.9020  0.164
C 3.6170 1.4340 3.6088  -0.278
C 2.7295 1.0387 4.7255  -0.225
H -3.6908 -2.1812 -3.6957  0.170
H -1.6438 1.8266 -4.3997  0.138
S 3.6394 -2.9770 1.7008  0.641
C -4.2519 -2.0507 -0.2911  -0.244
H 2.4364 0.7096 -4.5151  0.048
O -2.5253 1.8311 -0.0154  0.075
C 3.5545 -3.3133 3.4854  -0.237
H 1.9676 2.9550 -5.2291  0.161
H -5.0868 -3.8570 -3.0595  0.104
H -4.8671 -1.3088 0.1845  0.072
H -5.1876 -3.9034 -0.1128  0.122
H -5.9308 -2.9058 -1.0450  0.065

Properties
- ΔE to the lowest compared entry with this formula, charge and spin: 82.2 kcal per mole
- E: -88759.4329 eV
- 2S+1: 1
- Net charge: +1


(3)
Computed, not measured: C20H42O10P2Si2 as an isolated structure at a distorted geometry, with the ωB97M-V functional and the def2-TZVPD basis.

Each line ends with the Löwdin charge.
Element x y z (Å)
H -1.7203 -1.9196 1.5967  0.083
H 2.1120 2.4814 -1.1363  0.070
H 0.5838 2.0716 -0.3489  0.069
H -3.5028 -4.2550 7.9833  0.077
P -1.4100 0.0492 -1.5287  0.464
C -2.2525 -8.7630 3.2804  -0.067
H 5.3378 9.6902 -4.8652  0.104
H -2.1200 -3.3956 -3.5031  0.076
C 4.5561 7.7383 -4.5576  -0.042
C -1.8010 -4.2845 6.6596  -0.272
H 0.3183 1.7971 -2.8051  0.078
H -2.8711 -9.4975 2.7634  0.079
H -0.4079 5.4685 -4.4826  -0.019
H 2.1721 -5.1554 1.9659  0.078
C 4.3319 6.7063 -3.6548  -0.173
C 0.4029 -6.1749 2.6577  -0.295
H -3.2330 -1.8740 0.7049  0.062
Si 0.8178 5.2719 -3.6798  0.540
H -0.6766 7.9141 -3.9043  -0.060
H -2.7663 -5.8574 7.7750  0.082
H -1.4161 -8.5211 2.6274  0.062
C 0.9010 1.0682 -2.2383  -0.277
C -2.6256 -1.3379 1.4322  -0.066
H 4.5774 5.9778 -1.6686  0.122
O 0.1154 -0.1076 -1.9959  -0.181
H 6.1015 9.9102 -2.5118  0.103
O 0.6956 6.3154 -2.3867  -0.487
C 1.6815 -5.4052 2.9077  -0.073
O 4.0690 4.3749 -4.0442  0.088
H 1.1728 8.8268 -2.6059  -0.062
O -1.4294 -4.3115 3.5321  -0.219
O -0.2824 -6.4363 3.8840  -0.205
P -1.5466 -5.5252 4.3586  0.465
H -2.1590 -1.7856 -4.2032  0.077
O -1.0541 -5.2031 5.8521  -0.182
Si 0.0758 7.8374 -2.6359  0.508
O -1.1546 0.0427 0.0470  -0.189
C -3.0321 -4.9302 7.2679  -0.082
H -2.0719 -3.4053 6.0685  0.111
H -3.5247 -2.6930 -1.6248  0.110
H 0.6389 -7.1456 2.2142  0.111
H -1.8459 -9.2084 4.1869  0.089
H -4.0623 -7.8222 3.9512  0.116
H -0.2405 -5.6478 1.9536  0.106
C 1.4091 1.6707 -0.9402  -0.080
H 5.7472 8.0303 -0.9055  0.105
H 1.4822 -4.4836 3.4542  0.077
H -3.1992 -6.8934 2.7309  0.118
H 2.1659 5.2699 -5.7767  0.097
H 4.2183 7.6545 -5.5833  0.118
H 0.9213 3.8903 -3.1974  -0.017
H 1.9029 0.9112 -0.3348  0.083
H -2.0068 0.6861 1.7897  0.115
H 2.3683 -5.9986 3.5129  0.077
H -3.6426 -2.7549 -4.1468  0.076
O -1.8697 -1.5145 -1.5675  -0.205
C 4.7648 6.8044 -2.3412  -0.017
C 5.6093 8.9975 -2.8242  -0.088
H 2.1485 6.8159 -4.9715  0.070
H -3.7664 -5.1792 6.5000  0.067
H -1.1263 -3.9567 7.4492  0.118
C 5.2025 8.8949 -4.1455  -0.073
C -3.0563 -1.9238 -2.2445  -0.300
H 1.7431 0.7612 -2.8565  0.122
O -2.1925 0.6667 -2.6142  -0.221
C 5.4114 7.9616 -1.9317  -0.074
C 3.5949 5.4862 -4.1485  -0.426
O -2.4696 -6.7833 4.6986  -0.189
H -3.1559 0.5283 0.4663  0.117
H -0.8565 8.1995 -1.5503  -0.070
C -3.0708 -7.5298 3.6091  -0.241
H -3.7657 -1.1003 -2.3257  0.106
C 2.2517 5.7404 -4.7954  -0.210
C -2.7299 -2.4971 -3.6069  -0.074
C -2.2942 0.0592 0.9470  -0.239
H -3.1936 -1.2923 2.3619  0.080

Properties
- E: -76234.5597 eV
- 2S+1: 1
- Net charge: 0


(4)
Computed, not measured: a 5-piece molecular cluster, C20H43B2Br2O16S overall at a distorted geometry, with the ωB97M-V functional and the def2-TZVPD basis.

Each line ends with the Löwdin charge.
Element x y z (Å)
O -3.5639 -2.1625 0.7406  -0.023
H 8.0793 4.9642 0.2543  0.107
H 6.4177 3.5916 -1.2859  0.097
O 1.5036 2.8600 -0.8997  0.040
C -6.9632 -0.6141 1.6309  -0.068
C -3.7602 1.9304 1.1820  -0.209
C -3.7407 1.1170 2.4645  -0.061
H -3.0499 5.9661 3.9095  0.101
H -3.4591 0.0802 2.2616  0.058
H -4.1914 -4.0072 -0.0183  0.104
H -5.3468 -2.6664 -0.1342  0.085
H -11.4599 -1.9732 -0.3719  0.100
O 6.1355 0.3847 1.7888  0.046
H 5.6942 1.5325 -1.4247  0.120
O 7.1422 -5.5004 -3.5142  0.001
H -3.0294 1.5310 3.1861  0.078
B 2.2205 2.3540 0.3241  -0.570
C -11.8037 -2.2151 0.6388  -0.050
O -11.0780 -1.4432 1.5932  -0.005
Br 6.1405 6.1017 -2.0031  0.644
H 3.7056 4.3260 -1.2680  0.107
O 6.1069 -4.8708 -5.3461  0.030
S 4.1276 2.5228 0.3989  1.078
O 6.0769 -3.4667 -3.5259  0.084
H -7.1736 -1.1643 0.7084  0.070
O -1.7186 -3.4474 0.2769  0.116
O -1.6645 -1.6607 1.7227  0.009
H -2.2199 6.4039 2.3722  0.092
C -4.2896 -2.9344 -0.2138  -0.036
C 6.0094 4.5382 -0.6992  -0.747
C 6.4005 -4.5113 -4.0699  -0.546
H 5.6905 -2.1083 -7.2422  0.080
H 7.1064 -3.1847 -7.1362  0.086
H 6.9622 3.7246 1.2049  0.085
B 5.8194 0.1062 0.3681  -0.419
C 6.2458 -2.7864 -6.5885  -0.070
C 7.6011 -5.2057 -2.1967  -0.048
H -5.8928 -0.6919 1.8399  0.057
O -4.2470 3.2549 1.4252  0.030
H 4.1615 0.4656 -1.1608  0.141
H 6.6416 1.2561 1.8524  0.112
H 6.7742 -4.9128 -1.5415  0.095
H -7.2137 0.4345 1.4387  0.088
C 5.3538 -3.9149 -6.1009  -0.219
C -0.2652 -1.8735 1.9397  -0.204
C -2.2632 -2.5237 0.8619  -0.543
O -9.2327 -2.7281 1.1296  0.103
H 0.3004 -0.2848 0.5860  0.063
H -4.4498 1.4651 0.4692  0.124
H 0.0004 -1.3289 2.8524  0.126
O 1.5035 1.7647 1.4754  0.046
O -2.2049 3.8526 2.2958  0.087
C 4.4388 4.2368 -0.3381  -0.814
H 8.3606 -4.4185 -2.2362  0.099
O 6.3488 -1.1920 -0.1803  0.072
H 0.6673 3.2951 -0.5248  0.148
H -3.7216 7.2199 2.8469  0.098
H 4.5052 -3.5382 -5.5183  0.122
H 6.6493 5.6148 1.3327  0.082
C -9.7772 -1.8044 1.7146  -0.547
H -11.7055 -3.2879 0.8343  0.098
H 4.9402 -4.4476 -6.9642  0.127
H -2.7740 1.9583 0.7044  0.118
O -9.1786 -0.9414 2.5754  0.026
C 0.5509 -1.3334 0.7783  -0.069
C -7.7792 -1.1542 2.7923  -0.210
H -7.5136 -0.6096 3.7050  0.125
H 6.0700 -1.2390 -1.1529  0.116
H -7.5694 -2.2140 2.9773  0.127
H 8.0601 -6.1096 -1.7868  0.098
C -3.1875 6.2659 2.8657  -0.050
C 6.9765 4.7482 0.6090  -0.152
H -4.7246 1.1317 2.9451  0.079
C 4.9480 1.1654 -0.5979  -0.230
H -0.0554 -2.9333 2.1247  0.130
H 1.6213 -1.4112 0.9873  0.077
O -3.9850 5.2984 2.1867  0.000
H 1.6743 2.4238 2.2371  0.154
C -3.3588 4.1124 1.9907  -0.549
H -12.8608 -1.9471 0.7184  0.096
H 0.3404 -1.8836 -0.1443  0.080
H 6.6446 -2.2057 -5.7508  0.069
H -3.9459 -2.6925 -1.2246  0.103
Br 3.7013 5.5453 1.0427  0.707

Properties
- E: -206466.0368 eV
- 2S+1: 1
- Net charge: +1


(5)
Computed, not measured: a 5-piece molecular cluster, C20H43BF9O4 overall at a distorted geometry, with the ωB97M-V functional and the def2-TZVPD basis.

Each line ends with the Löwdin charge.
Element x y z (Å)
H -0.7354 3.0351 0.6131  0.052
H 3.8992 5.7078 1.7688  0.006
H 2.6948 -0.6273 -1.5106  0.066
H 4.0978 -3.0193 -3.4139  0.116
H 5.4824 -2.0991 -2.8584  0.110
H 5.2842 -5.1605 -2.9685  0.079
H 0.6948 0.4598 -0.5337  0.096
C 0.7949 0.3690 -1.6196  -0.274
C 5.8369 -4.2244 -3.0633  -0.083
H 1.3405 -1.7424 -1.6411  0.068
F 4.4227 3.1354 1.0806  0.162
H 1.2254 1.3054 -1.9665  0.111
H 2.3533 6.7387 2.4547  0.006
H -1.3289 2.1876 2.8679  0.105
H -2.0991 -0.0584 -0.0669  0.046
H 6.7954 -1.9801 0.6343  0.077
H -5.7564 -4.9944 -0.5685  0.074
F 1.2355 3.2410 -0.3345  0.102
H -6.7379 -2.9540 0.4558  0.106
C 3.2036 2.6886 0.7661  -0.336
H -2.4290 3.4380 0.2916  0.089
H -4.2091 -4.1606 -0.7964  0.079
H -7.1782 -0.1917 -0.2080  0.082
O -0.4877 0.2930 -2.2292  -0.150
C 5.2653 -3.1347 -0.3445  -0.279
H 4.6342 -3.1771 0.5431  0.118
H -5.6279 -3.6665 -1.7184  0.065
C 6.1711 -1.9180 -0.2574  -0.072
H 5.5782 -1.0043 -0.2037  0.079
H -4.9314 -1.5628 -1.7877  0.107
F 0.9103 3.9611 2.2030  0.037
C 2.7108 1.7691 1.9167  -0.511
C -5.6499 -3.0615 0.3746  -0.282
C -1.7646 2.7578 0.8276  -0.053
H -2.1908 -0.7257 -2.4613  0.110
H 6.8335 -1.8367 -1.1207  0.065
C -3.8155 1.2467 2.3115  -0.287
H 2.9076 5.1107 3.4141  0.007
H -6.9511 -0.1228 -1.9631  0.078
H -0.7832 -1.7561 -2.2616  0.105
C -5.3265 -1.0524 -0.9021  -0.284
F 0.8431 5.5562 0.7519  0.037
C -5.2899 -4.0244 -0.7450  -0.078
O 4.3659 -3.1057 -1.4363  -0.168
H -3.4418 -0.8488 2.6375  0.066
H -3.0427 0.1871 4.0234  0.079
C -3.0194 0.1126 2.9346  -0.074
C -1.2626 -0.8382 -1.8982  -0.279
O -5.0318 -1.7956 0.2671  -0.175
H -1.9745 0.1281 2.6234  0.062
H 6.7065 -4.2821 -2.4074  0.064
C 4.9422 -3.0431 -2.7249  -0.288
C -1.5864 -0.9555 -0.4169  -0.068
C 2.2534 3.8423 0.3371  -0.393
C 1.7320 4.7508 1.4374  -0.478
H -5.3038 -3.4686 1.3249  0.118
H -1.9289 1.7519 0.4328  0.038
C -6.8027 -0.7373 -1.0747  -0.075
H -2.2314 -1.8182 -0.2403  0.070
H 6.1992 -4.1366 -4.0883  0.074
H -7.4061 -1.6391 -1.1894  0.064
H -4.8527 1.1826 2.6453  0.115
H 1.8618 -0.8358 -3.0610  0.081
B 2.8173 5.6234 2.3111  -0.321
F 3.3394 1.8758 -0.3240  0.115
H -1.8389 3.8484 2.6676  0.119
F 1.4163 1.4432 1.7807  0.157
O -3.3683 2.5335 2.6821  -0.159
C 1.7224 -0.7776 -1.9792  -0.070
H -0.6887 -1.0824 0.1891  0.076
F 2.9364 4.5798 -0.5592  0.140
H 5.8559 -4.0590 -0.3564  0.104
F 2.9122 2.3405 3.1105  0.173
C -2.0228 2.8334 2.3210  -0.260
H -4.7703 -0.1206 -0.8038  0.112
H -3.8324 1.1500 1.2193  0.090
F 3.4223 0.6155 1.8839  0.140

Properties
- E: -54761.3839 eV
- 2S+1: 1
- Net charge: -1


Number 1: Kohn-Sham gap 9.054 eV, E_LUMO -0.00966 Ha. Number 2: Kohn-Sham gap 10.246 eV, E_LUMO -0.07867 Ha. Number 3: Kohn-Sham gap 10.212 eV, E_LUMO 0.02299 Ha. Number 4: Kohn-Sham gap 7.488 eV, E_LUMO -0.16687 Ha. Number 5: Kohn-Sham gap 8.174 eV, E_LUMO 0.08391 Ha.